Arrangement i

# CH4N4S

The molecule CH4N4S (ωB97M-V/def2-TZVPD, the OMol25 dataset).

Total charge: 0
Multiplicity: 1
Frontier orbital gap (eV): 7.54

CARTESIAN COORDINATES (ANGSTROEM)
C  -1.625  0.253  0.431
N  1.820  -0.974  0.167
N  1.518  -0.687  1.251
N  0.846  0.830  -0.884
N  1.404  -0.462  -0.988
S  0.008  1.200  0.421
H  -2.285  0.591  -0.357
H  -2.102  0.441  1.436
H  -1.415  -0.743  0.412
H  1.831  -0.450  -1.890

Atomic partial charges in e from the Löwdin method, atoms 1 to 4: number 1, C, carries -0.32; number 2, N, carries -0.15; number 3, N, carries 0.08; number 4, N, carries -0.48

Arrangement ii

# CH4N4S

The molecule CH4N4S (ωB97M-V/def2-TZVPD, the OMol25 dataset).

Total charge: 0
Multiplicity: 1
Frontier orbital gap (spin up / spin down) (eV): 7.79 / 7.79

CARTESIAN COORDINATES (ANGSTROEM)
C  -0.995  0.202  0.046
N  0.809  -1.254  -0.146
N  -0.518  -1.148  -0.137
N  0.209  0.886  0.216
N  1.260  0.010  -0.058
S  2.826  0.366  -0.241
H  -1.446  0.640  -0.869
H  -1.753  0.429  0.780
H  -0.959  -1.936  0.349
H  0.567  1.805  0.060

Atomic partial charges in e from the Löwdin method, atoms 1 to 4: number 1, C, carries -0.22; number 2, N, carries 0.03; number 3, N, carries -0.05; number 4, N, carries 0.00

The structure with the least stability is arrangement i.

Arrangement i

# C4H40N2O14

A cluster of 15 separate species, C4H40N2O14 in total (ωB97M-V/def2-TZVPD, the OMol25 dataset).

Total charge: 0
Multiplicity: 1
Frontier orbital gap (eV): 9.33

CARTESIAN COORDINATES (ANGSTROEM)
C  1.614  0.875  -1.077
N  1.173  -0.188  -2.048
C  0.237  1.411  -0.246
C  -0.872  1.986  -1.122
C  -1.903  2.446  -0.154
N  -2.881  1.442  0.224
H  2.147  1.695  -1.725
H  2.332  0.419  -0.381
H  1.494  -1.062  -1.911
H  0.165  -0.099  -2.142
H  0.547  2.094  0.540
H  -0.098  0.562  0.423
H  -1.199  1.267  -1.826
H  -0.393  2.668  -1.792
H  -1.446  2.719  0.737
H  -2.365  3.467  -0.781
H  -2.948  0.673  -0.400
H  -3.855  1.717  0.156
H  1.191  2.653  -4.097
H  0.740  1.288  -3.768
O  0.493  2.142  -4.263
H  2.716  1.668  3.436
H  3.381  2.256  2.233
O  3.200  2.385  3.269
H  -0.788  -0.076  2.047
H  -1.156  -1.422  1.863
O  -0.363  -0.920  1.641
H  -1.911  1.736  3.726
H  -2.386  1.492  2.280
O  -2.039  1.155  3.119
H  -1.362  -3.571  -1.729
H  -1.974  -2.024  -1.867
O  -1.970  -2.955  -1.499
H  2.682  -2.625  0.754
H  4.162  -2.830  -0.020
O  3.308  -2.390  -0.026
H  4.491  0.000  1.287
H  3.732  -0.630  -0.045
O  3.853  0.178  0.503
H  -3.267  -0.571  -2.330
H  -4.346  -1.555  -2.144
O  -3.723  -1.025  -1.648
H  0.741  -2.510  -1.650
H  2.191  -2.950  -1.069
O  1.205  -3.246  -1.267
H  -3.461  0.949  -3.857
H  -2.165  1.625  -3.510
O  -2.734  0.875  -3.347
H  -1.703  -3.115  0.452
H  -3.242  -2.925  0.431
O  -2.469  -3.081  1.044
H  0.820  2.509  2.330
H  0.723  3.712  3.152
O  0.386  3.426  2.281
H  1.074  -0.356  3.157
H  1.707  0.066  1.911
O  1.885  0.134  2.912
H  0.832  -2.995  0.444
H  1.457  -4.021  1.324
O  1.249  -3.049  1.371

Atomic partial charges in e from the Löwdin method, atoms 1 to 4: number 1, C, carries -0.15; number 2, N, carries 0.01; number 3, C, carries -0.14; number 4, C, carries -0.23

Arrangement ii

# C4H40N2O14

A cluster of 15 separate species, C4H40N2O14 in total (ωB97M-V/def2-TZVPD, the OMol25 dataset).

Total charge: 0
Multiplicity: 1
Frontier orbital gap (eV): 8.81

CARTESIAN COORDINATES (ANGSTROEM)
C  -2.421  -1.025  3.376
N  -1.561  -0.142  2.505
C  -0.266  0.923  4.408
C  -0.265  0.131  3.072
C  0.571  -1.169  3.435
N  2.020  -1.090  3.340
H  -1.856  -1.253  4.259
H  -3.366  -0.573  3.628
H  -2.561  -1.937  2.719
H  -2.126  0.713  2.431
H  -0.151  2.042  4.356
H  0.418  0.489  5.141
H  -1.133  0.802  5.078
H  0.331  0.747  2.427
H  0.140  -1.583  4.372
H  0.300  -1.960  2.632
H  2.384  -0.818  4.242
H  2.232  -0.492  2.547
H  -2.911  -2.209  -3.829
H  -1.684  -1.310  -4.141
O  -2.601  -1.298  -3.797
H  1.763  2.958  0.881
H  0.246  3.033  0.987
O  1.029  2.839  1.517
H  1.260  0.390  -2.709
H  2.131  0.841  -3.909
O  1.527  1.187  -3.234
H  -2.430  -0.911  -0.759
H  -2.065  -1.291  0.635
O  -2.237  -1.714  -0.223
H  -2.267  -3.906  -0.958
H  -0.854  -3.936  -0.758
O  -1.566  -4.578  -0.926
H  0.407  4.530  -2.042
H  1.211  3.244  -2.303
O  0.685  3.925  -2.735
H  -0.377  0.449  -4.323
H  -1.403  1.257  -5.167
O  -0.793  0.516  -5.188
H  -0.211  -1.330  -2.252
H  1.061  -1.357  -1.486
O  0.717  -1.076  -2.356
H  -1.268  1.003  -2.366
H  -2.477  -0.018  -2.720
O  -2.038  0.543  -2.024
H  0.312  0.103  -0.064
H  0.077  -0.890  1.032
O  0.315  -0.847  0.098
H  -2.115  3.976  -0.540
H  -1.458  2.712  -1.044
O  -1.498  3.287  -0.273
H  2.396  -2.499  -2.623
H  3.196  -3.380  -1.679
O  2.834  -2.488  -1.759
H  3.680  -1.078  0.514
H  2.305  -1.379  0.011
O  2.821  -0.647  0.402
H  2.837  1.968  -1.104
H  3.835  2.912  -0.315
O  2.917  2.667  -0.442

Atomic partial charges in e from the Löwdin method, atoms 1 to 4: number 1, C, carries -0.08; number 2, N, carries -0.10; number 3, C, carries -0.06; number 4, C, carries -0.42

The structure with the least stability is arrangement i.

Arrangement i

# C2H5O2

A cluster of 2 separate species, C2H5O2 in total (ωB97M-V/def2-TZVPD, the OMol25 dataset).

Total charge: -1
Multiplicity: 1
Frontier orbital gap (eV): 5.61

CARTESIAN COORDINATES (ANGSTROEM)
O  -2.657  -1.431  1.824
H  -1.881  -1.996  1.942
C  0.117  -0.162  -0.220
C  0.658  1.049  -0.312
O  1.936  1.245  -0.900
H  -0.660  -0.402  0.508
H  0.574  -1.021  -0.709
H  0.065  1.954  -0.401
H  1.847  0.763  -1.732

Atomic partial charges in e from the Löwdin method, atoms 1 to 4: number 1, O, carries -0.69; number 2, H, carries -0.24; number 3, C, carries 0.03; number 4, C, carries -0.26

Arrangement ii

# C2H5O2

A cluster of 2 separate species, C2H5O2 in total (ωB97M-V/def2-TZVPD, the OMol25 dataset).

Total charge: -1
Multiplicity: 1
Frontier orbital gap (eV): 6.96

CARTESIAN COORDINATES (ANGSTROEM)
O  -1.331  0.264  -1.851
H  -1.198  0.936  -1.207
O  1.055  0.795  0.090
C  0.748  0.084  1.102
C  -0.033  -1.067  1.019
H  0.778  0.340  2.158
H  0.076  -1.849  0.210
H  -0.835  -1.456  1.694
H  -0.908  -0.549  -1.489

Atomic partial charges in e from the Löwdin method, atoms 1 to 4: number 1, O, carries -0.11; number 2, H, carries -0.01; number 3, O, carries -0.21; number 4, C, carries -0.55

The structure with the least stability is arrangement i.